Record 1
# C12H38FN10O6Tl

C12H38FN10O6Tl as an isolated structure (ωB97M-V with the def2-TZVPD basis set, the Open Molecules 2025 dataset).

Geometry (Å):
Tl1 -0.78844 2.67427 -2.18668
F1 0.66301 0.37911 -1.11022
C1 3.31794 -0.38093 -3.91387
O1 3.40155 -1.52962 -3.82246
N1 2.82849 0.42446 -3.04391
N2 3.60812 0.29886 -4.97563
H1 2.60059 1.34397 -3.39411
H2 2.37346 0.04144 -2.22761
H3 4.03225 -0.20059 -5.74426
H4 3.40922 1.28210 -5.09296
C2 -2.21062 -1.12840 -1.59676
O2 -2.14916 0.00271 -1.12627
N3 -1.19241 -1.81596 -1.98064
N4 -3.33615 -1.78866 -1.62133
H5 -0.30597 -1.34491 -1.86919
H6 -1.33316 -2.81608 -1.98889
H7 -4.09386 -1.54183 -1.00081
H8 -3.21866 -2.70898 -2.02048
C3 2.12307 3.48899 0.44879
O3 1.04335 3.83907 -0.07158
N5 2.79324 4.24414 1.25097
N6 2.60230 2.25418 0.28761
H9 3.68734 3.91292 1.58409
H10 2.40156 5.15308 1.45225
H11 1.94511 1.64617 -0.17986
H12 3.41139 1.91133 0.78554
C4 3.92544 -0.95780 1.10197
O4 3.28847 -0.78192 2.09118
N7 3.53309 -0.66368 -0.10710
N8 5.19757 -1.05729 1.08813
H13 4.11475 -0.77118 -0.92577
H14 2.59865 -0.29751 -0.22033
H15 5.53938 -1.37049 0.19082
H16 5.60398 -1.07025 2.01266
C5 1.24001 -3.55341 1.99435
C6 0.20760 -2.86190 1.01070
C7 -1.20912 -3.37592 1.11923
O5 -1.65209 -3.37220 2.50484
C8 -2.68473 -4.32200 2.87238
N9 0.43788 -1.44021 1.11321
H17 2.26243 -3.47912 1.62390
H18 1.06119 -4.62860 2.00324
H19 1.05947 -3.11669 2.97658
H20 0.57034 -3.14359 0.02218
H21 -1.18836 -4.33638 0.60428
H22 -2.01046 -2.85534 0.59486
H23 -3.50366 -4.18182 2.16682
H24 -3.03002 -4.10658 3.88355
H25 -2.26713 -5.32724 2.81598
H26 1.41319 -1.18245 1.16263
H27 0.18727 -1.02655 0.22654
C9 -2.23634 4.31580 1.26744
C10 -2.26285 2.74970 1.42778
C11 -3.59143 2.24424 0.82705
O6 -3.61308 2.34483 -0.60027
C12 -4.95235 2.03561 -1.11085
N10 -1.07934 2.13511 0.71922
H28 -3.11382 4.82264 1.66899
H29 -2.14200 4.57415 0.21271
H30 -1.31384 4.66429 1.73181
H31 -2.30209 2.52260 2.49314
H32 -4.44075 2.80707 1.21429
H33 -3.76801 1.20437 1.10198
H34 -5.17230 0.97443 -0.99406
H35 -5.04037 2.41202 -2.13000
H36 -5.75755 2.57473 -0.61174
H37 -0.29443 2.11972 1.35466
H38 -1.22819 1.13795 0.65926

- gap between HOMO and LUMO (eV) = 2.4
- total energy (eV) = -47637.7133
- lowest unoccupied orbital energy (eV) = -12.1
- highest occupied orbital energy (eV) = -14.43
- 2S+1 = 1
- net charge = +2

---

Record 2
# C6H9NS

The molecule C6H9NS (ωB97M-V with the def2-TZVPD basis set, the Open Molecules 2025 dataset).

Geometry (Å):
C1 -1.86788 -0.76303 1.21778
C2 -2.06390 -0.76466 -0.28077
C3 -1.35771 -0.08256 -1.12966
C4 -0.12759 0.78040 -0.92498
C5 0.99371 1.35838 0.79781
C6 1.01669 0.14492 -0.08337
H1 -1.22277 0.00931 1.67556
H2 -2.88306 -0.60108 1.64843
H3 -1.51943 -1.73296 1.57193
H4 -2.81304 -1.47338 -0.61553
H5 -1.63759 -0.13388 -2.15321
H6 0.22692 1.14741 -1.90970
H7 -1.00284 2.00477 0.56317
H8 1.91163 2.00028 0.80885
H9 0.82495 1.04999 1.84599
N1 -0.15569 1.92352 0.01730
S1 1.85282 -1.23598 -0.07109

- SMILES = C/C=C\[C@H]1NCC1=S
- gap between HOMO and LUMO (eV) = 8.5
- energy above the lowest of the compared OMol25 structures with the same formula, charge and spin (kcal/mol) = 54.0
- total energy (eV) = -18690.8694
- lowest unoccupied orbital energy (eV) = -0.2
- highest occupied orbital energy (eV) = -8.68
- 2S+1 = 1

---

Record 3
# C6H9N

The molecule C6H9N (ωB97M-V with the def2-TZVPD basis set, the Open Molecules 2025 dataset).

Geometry (Å):
C1 -1.32311 1.46667 0.35800
C2 -0.12940 0.92167 0.12952
C3 -0.04477 -0.53992 -0.22790
C4 -1.09033 -1.55386 0.16110
C5 1.40652 -0.83691 -0.09758
C6 2.05876 0.34503 -0.14760
N1 1.11921 1.38837 -0.18980
H1 -1.91843 0.82333 0.95913
H2 -0.39338 -0.10721 -1.18010
H3 -1.71747 2.46562 0.13077
H4 -0.78204 -2.53773 -0.21356
H5 -1.98219 -1.33268 -0.40461
H6 -1.41475 -1.62087 1.21104
H7 1.80884 -1.81432 0.04048
H8 3.10153 0.56095 -0.30063
H9 1.30102 2.37186 -0.22826

- SMILES = C=C1NC=C[C@H]1C
- gap between HOMO and LUMO (eV) = 8.4
- energy above the lowest of the compared OMol25 structures with the same formula, charge and spin (kcal/mol) = 59.4
- total energy (eV) = -7855.5852
- lowest unoccupied orbital energy (eV) = 1.1
- highest occupied orbital energy (eV) = -7.35
- 2S+1 = 1

---

Record 4
# C17H26BaN2O

C17H26BaN2O as an isolated structure (ωB97M-V with the def2-TZVPD basis set, the Open Molecules 2025 dataset).

Geometry (Å):
C1 0.14578 4.16892 -0.92419
C2 -0.71039 3.79314 0.17485
H1 1.04487 4.68891 -0.57192
H2 -0.36646 4.85865 -1.60647
H3 0.43571 3.28834 -1.51179
H4 -1.55799 3.19821 -0.17908
H5 -1.50286 4.64937 0.51081
H6 -0.60675 4.53931 1.03618
C3 2.53318 -3.30043 -0.33920
C4 3.20044 -4.08021 -1.28424
C5 2.44789 -4.75017 -2.25818
C6 1.06055 -4.60832 -2.26207
H7 3.06433 -2.76056 0.45355
H8 4.28707 -4.15098 -1.24667
H9 2.93633 -5.37144 -3.00883
H10 0.43737 -5.09482 -3.00966
N1 1.18516 -3.17474 -0.33832
C7 0.43840 -3.80448 -1.29418
C8 -1.02401 -3.51881 -1.29246
N2 -1.47603 -2.63913 -0.35067
C9 -2.77773 -2.27438 -0.33805
C10 -3.24491 -3.67391 -2.23684
C11 -3.69703 -2.77388 -1.27085
H11 -3.07147 -1.57291 0.45012
H12 -4.73260 -2.45086 -1.21881
C12 -1.90509 -4.05397 -2.25121
H13 -1.50718 -4.74662 -2.98729
H14 -3.93051 -4.08170 -2.98025
Ba1 0.23587 -1.07423 0.88607
C13 0.57651 0.05120 -1.52089
H15 -0.08638 -0.52641 -2.18070
H16 1.62419 -0.13508 -1.79774
H17 0.33703 1.11966 -1.56792
C14 -0.88652 3.22744 3.18586
C15 0.31943 2.82667 2.32955
C16 1.36750 3.93574 2.37542
C17 0.91320 1.50549 2.87697
O1 -0.06670 2.57287 0.97339
H18 -0.57121 3.35572 4.23365
H19 -1.67782 2.46409 3.15688
H20 -1.33484 4.17729 2.85771
H21 2.05587 3.78983 3.22444
H22 1.96526 3.95054 1.45099
H23 0.91016 4.91966 2.53002
H24 0.11786 0.74940 3.04440
H25 1.71451 1.12128 2.21896
H26 1.37996 1.66630 3.85861

- gap between HOMO and LUMO (alpha / beta) (eV) = 5.7 / 3.8
- energy above the lowest of the compared OMol25 structures with the same formula, charge and spin (kcal/mol) = 41.8
- total energy (eV) = -23764.5222
- lowest unoccupied orbital energy (alpha / beta) (eV) = -0.3 / -0.3
- highest occupied orbital energy (alpha / beta) (eV) = -6.04 / -4.16
- 2S+1 = 1

---

Record 5
# C22H15BrCl2IrN3O4S2

C22H15BrCl2IrN3O4S2 as an isolated structure (ωB97M-V with the def2-TZVPD basis set, the Open Molecules 2025 dataset).

Geometry (Å):
Ir1 0.35824 -0.33476 -0.17120
C1 2.58740 -0.88812 4.88073
S1 0.97838 -0.22358 4.41931
C2 0.94270 -0.58428 2.73172
S2 -0.50777 -0.03829 1.93058
N1 1.91092 -1.24600 2.16900
N2 1.77628 -1.32436 0.79589
C3 2.53310 -2.14231 0.15420
C4 2.59393 -1.95071 -1.29233
C5 3.30874 -2.75564 -2.15651
C6 3.32269 -2.41737 -3.50430
C7 2.64142 -1.29069 -3.92525
C8 1.94816 -0.53248 -2.99182
N3 1.93203 -0.85220 -1.70678
H1 2.69017 -0.67806 5.94324
H2 3.37082 -0.38388 4.32146
H3 2.62769 -1.95959 4.70852
H4 3.14338 -2.85685 0.69235
H5 3.83035 -3.62618 -1.78410
H6 3.86180 -3.03029 -4.21334
H7 2.62366 -1.00055 -4.96552
H8 1.39362 0.34959 -3.27956
Cl1 -0.89600 6.44244 2.00488
C9 -0.31112 4.90999 1.47226
C10 0.94642 4.47242 1.89733
C11 1.45043 3.26434 1.47274
Cl2 3.00437 2.74289 2.00369
C12 0.71159 2.43769 0.60910
O1 1.28086 1.32675 0.18705
C13 -0.56764 2.87910 0.22422
C14 -1.39779 2.05173 -0.59426
O2 -1.15412 0.88631 -0.93441
C15 -1.06778 4.12316 0.64117
H9 1.52909 5.08415 2.57249
H10 -2.33414 2.47208 -0.97437
H11 -2.04652 4.45079 0.31595
Br1 -1.36426 -2.74612 0.46778
C16 -2.87229 -1.81303 -0.19731
C17 -3.96214 -1.65349 0.63964
C18 -5.08710 -1.01347 0.13849
C19 -5.10662 -0.56363 -1.17535
C20 -3.99922 -0.74084 -1.98911
C21 -2.85111 -1.35581 -1.50003
C22 -1.65934 -1.47952 -2.39935
O3 -1.78796 -1.71120 -3.57778
O4 -0.44525 -1.30011 -1.90151
H12 -3.93616 -2.02624 1.65381
H13 -5.95172 -0.88124 0.77481
H14 -5.99046 -0.07924 -1.56774
H15 -4.00173 -0.41326 -3.02052

- gap between HOMO and LUMO (alpha / beta) (eV) = 7.2 / 6.0
- energy above the lowest of the compared OMol25 structures with the same formula, charge and spin (kcal/mol) = 25.0
- total energy (eV) = -155307.1768
- lowest unoccupied orbital energy (alpha / beta) (eV) = -4.3 / -5.5
- highest occupied orbital energy (alpha / beta) (eV) = -11.45 / -11.45
- 2S+1 = 2
- net charge = +1

---

Record 6
# C28H19BrCaF6N2O6S6

C28H19BrCaF6N2O6S6 as an isolated structure (ωB97M-V with the def2-TZVPD basis set, the Open Molecules 2025 dataset).

Geometry (Å):
Ca1 0.39859 0.31929 -0.51922
S1 -0.15683 1.35543 2.07150
C1 1.28522 1.66987 3.00525
C2 1.92680 2.91868 2.90956
C3 3.05116 3.23157 3.64963
C4 3.60648 2.29562 4.51633
C5 3.01290 1.04881 4.61420
C6 1.86725 0.73171 3.88485
S2 1.14630 -0.86381 4.17548
C7 1.31073 -1.65264 2.53337
C8 0.01577 -2.26959 2.09671
C9 -0.53028 -3.29888 2.86395
C10 -1.74484 -3.84140 2.50401
C11 -2.38985 -3.33898 1.38618
C12 -1.77486 -2.33181 0.65627
C13 -2.43868 -1.77591 -0.56457
S3 -2.55540 0.03944 -0.45041
C14 -3.07079 0.37831 -2.11379
C15 -4.35651 0.88587 -2.29451
C16 -4.82748 1.19817 -3.55670
C17 -3.99108 0.98355 -4.65045
C18 -2.72037 0.47496 -4.47705
C19 -2.20302 0.15899 -3.20454
S4 -0.58165 -0.45924 -3.06888
N1 -0.58678 -1.81300 0.99571
H1 1.49982 3.64539 2.22997
H2 3.50443 4.21118 3.54123
H3 4.50021 2.52285 5.08444
H4 3.43918 0.28885 5.25776
H5 2.08456 -2.41954 2.59072
H6 1.63637 -0.90070 1.82715
H7 0.00306 -3.64251 3.74104
H8 -2.19205 -4.63554 3.09002
H9 -3.35598 -3.71333 1.07459
H10 -3.44003 -2.18784 -0.68047
H11 -1.83960 -1.99062 -1.45501
H12 -4.97987 1.03760 -1.42128
H13 -5.82261 1.60523 -3.68669
H14 -4.33324 1.22674 -5.65033
H15 -2.07003 0.32671 -5.32967
F1 2.68089 3.64266 -0.16901
C20 2.73653 3.82526 -1.49221
F2 3.97824 3.59219 -1.89443
F3 2.43812 5.10431 -1.74582
S5 1.51880 2.67603 -2.31113
O1 0.39022 2.70305 -1.40177
O2 2.20885 1.41375 -2.37527
N2 1.10563 3.37771 -3.64266
S6 2.01894 3.50320 -4.92981
O3 3.42836 3.41034 -4.67801
O4 1.52178 4.57352 -5.74307
C21 1.61140 1.99147 -5.90962
F4 2.24073 2.07425 -7.09717
F5 2.01233 0.88873 -5.30344
F6 0.30141 1.91461 -6.14825
Br1 8.74764 -0.32031 0.17976
C22 6.92394 0.20407 0.42209
C23 6.65986 1.45068 0.96643
C24 5.33650 1.82453 1.14363
C25 4.30908 0.96858 0.77248
C26 4.59271 -0.27367 0.22354
C27 5.91773 -0.66450 0.05295
C28 3.48097 -1.23717 -0.18372
O5 3.78997 -2.39666 -0.44868
O6 2.31085 -0.73635 -0.19227
H16 7.47083 2.10998 1.24479
H17 5.10026 2.78825 1.57541
H18 3.27851 1.26286 0.91771
H19 6.12105 -1.64006 -0.36569

- gap between HOMO and LUMO (eV) = 6.5
- energy above the lowest of the compared OMol25 structures with the same formula, charge and spin (kcal/mol) = 0.0
- total energy (eV) = -214415.6019
- lowest unoccupied orbital energy (eV) = 3.9
- highest occupied orbital energy (eV) = -2.61
- 2S+1 = 1
- net charge = -2